Record 1
The following is a DFT calculation (ωB97M-V/def2-TZVPD) of an isolated ion of composition C4H13N2 and charge +1 in a non-equilibrium geometry.

The SMILES is CNCC[NH2+]C. Its charge is +1. The orbital gap is 10.9 eV. The highest occupied orbital energy comes out at -13.8751 eV.

Each line ends with the Löwdin charge.
Cartesian coordinates (Å):
C 1.9323 1.4062 0.6455  -0.070
N 1.0349 0.2879 0.9612  -0.156
C 1.0466 -0.7987 -0.0034  -0.190
C -0.1234 -0.6488 -0.9860  -0.119
N -1.1724 0.1903 -0.3498  -0.014
C -2.4867 -0.4642 -0.0874  0.015
H 2.9516 1.0632 0.4577  0.090
H 1.9606 2.0993 1.4815  0.091
H 1.5150 1.8874 -0.2396  0.086
H 1.0843 -0.0710 1.9012  0.125
H 1.9420 -0.8962 -0.6200  0.128
H 0.9833 -1.7355 0.5493  0.129
H 0.2271 -0.2564 -1.9418  0.133
H -0.5370 -1.5934 -1.3377  0.132
H -1.3371 0.9911 -0.9294  0.166
H -0.6787 0.4738 0.5271  0.134
H -2.9236 -0.8486 -1.0035  0.106
H -3.1053 0.2535 0.4385  0.106
H -2.3134 -1.3398 0.5367  0.108

Cartesian forces (eV/Å) of the 2 atoms listed first:
-0.251 -0.382 0.252
-0.079 -0.167 -0.147

Record 2
The following is a DFT calculation (ωB97M-V/def2-TZVPD) of a 2-piece molecular cluster, C4H13N2O overall in a non-equilibrium geometry.

As for the multiplicity: 2. The orbital gap (alpha / beta) is 3.7 / 8.8 eV. The highest occupied orbital energy (alpha / beta) comes out at -3.1677 / -8.3791 eV.

Each line ends with the Mulliken spin population.
Cartesian coordinates (Å):
C 1.1463 -0.7619 0.0112  0.698
C 0.2972 0.4459 0.3140  -0.377
C -0.9772 0.0934 1.1285  0.246
C -2.1547 0.4695 0.6499  -0.060
N -0.6727 -0.6209 2.2608  0.013
N 0.4113 -1.5258 -1.1112  2.057
H 2.1712 -0.5328 -0.2698  -0.062
H 1.2426 -1.4391 0.8573  -0.108
H 0.8975 1.1746 0.8799  -0.052
H 0.0716 1.0358 -0.5718  0.137
H -3.1290 0.1286 0.9774  -0.015
H -2.1903 1.2926 -0.0536  -0.034
H -1.3724 -0.7473 2.9741  0.003
H 0.2285 -0.6692 2.6862  -0.014
H -0.5846 -1.7178 -0.7909  -0.288
H 0.3063 -1.0039 -2.0066  -0.256
H 0.7977 -2.4688 -1.3148  -0.923
H 0.5629 2.8126 -2.2867  0.003
H 1.9375 2.0964 -2.0631  -0.026
O 1.0104 1.9381 -2.2711  0.058

Cartesian forces (eV/Å) of the 2 atoms listed first:
-0.459 -0.375 -0.750
-0.344 1.133 1.311

Record 3
The following is a DFT calculation (ωB97M-V/def2-TZVPD) of a 2-piece molecular cluster, C4H13N2O overall in a non-equilibrium geometry.

Its charge is +1. The orbital gap is 11.1 eV. The highest occupied orbital energy comes out at -14.2145 eV.

Each line ends with the Löwdin charge.
Cartesian coordinates (Å):
C 1.1406 3.2650 0.0033  0.014
C 0.2270 2.0714 0.1253  -0.553
O 0.2655 1.1551 -0.6981  -0.002
N -0.6077 2.0842 1.1763  0.181
H 1.8498 3.3004 0.8262  0.096
H 0.5105 4.1518 -0.1458  0.101
H -1.2164 1.2920 1.3378  0.111
H -0.7228 2.8512 1.8154  0.122
H 1.6527 3.1368 -0.9453  0.087
C 0.0647 -1.7981 0.0464  -0.210
C 0.0910 -3.3011 -0.0416  -0.064
N -0.9655 -1.2071 -0.8730  0.160
H -0.1719 -1.4062 1.0382  0.126
H 0.9920 -1.3008 -0.2080  0.123
H 0.7888 -3.6515 -0.7987  0.089
H -0.8603 -3.7840 -0.2249  0.082
H -1.8730 -1.6444 -0.7538  0.164
H -0.9592 -0.1679 -0.7724  0.109
H -0.6175 -1.3427 -1.8241  0.172
H 0.4119 -3.7043 0.9167  0.092

Cartesian forces (eV/Å) of the 2 atoms listed first:
-0.552 -0.322 -0.995
0.511 0.704 0.101

Record 4
The following is a DFT calculation (ωB97M-V/def2-TZVPD) of a 2-piece molecular cluster, C4H13N2O overall in a non-equilibrium geometry.

Its charge is +1. The orbital gap is 9.9 eV. The highest occupied orbital energy comes out at -13.3125 eV.

Each line ends with the Löwdin charge.
Cartesian coordinates (Å):
C -0.1299 0.5881 2.7162  -0.094
C -0.3392 -0.3815 1.5528  -0.197
C -0.0984 0.2399 0.1602  -0.278
C -1.0029 0.8238 -0.6718  -0.108
N -0.6808 1.1885 -2.0322  0.017
N 1.2387 0.7019 0.0988  0.227
H -0.4889 1.5820 2.5310  0.078
H 0.9385 0.5841 2.8880  0.057
H -0.4348 0.1477 3.7270  0.121
H 0.4564 -1.1484 1.6599  0.118
H -1.2198 -1.0651 1.6992  0.135
H -2.1214 0.6721 -0.4424  0.157
H -0.3511 0.3514 -2.6453  0.137
H -1.4850 1.7496 -2.4363  0.119
H 1.1949 1.4882 -0.6824  0.222
H 1.5802 0.9470 1.0035  0.147
H 1.7533 0.1324 -0.4766  0.134
H 0.6556 -2.3236 -3.4365  0.060
H 0.3072 -3.6279 -2.6186  0.054
O 0.2274 -2.6501 -2.5946  -0.106

Cartesian forces (eV/Å) of the 2 atoms listed first:
0.454 -1.440 1.320
-0.291 -1.636 -0.314

Record 5
The following is a DFT calculation (ωB97M-V/def2-TZVPD) of a 2-piece molecular cluster, C4H13N2O overall in a non-equilibrium geometry.

Its charge is +1. The orbital gap is 8.5 eV. The highest occupied orbital energy comes out at -11.5719 eV.

Each line ends with the Löwdin charge.
Cartesian coordinates (Å):
C 0.0829 -1.8942 0.6374  -0.128
C -0.6645 -0.6003 0.8502  -0.215
C 0.2236 0.5878 0.5875  -0.169
C -0.2016 1.8303 0.8747  -0.198
N 0.5897 2.9523 0.7978  0.070
N 0.3654 -2.0616 -0.8697  0.187
H -0.4376 -2.8113 0.8990  0.128
H 1.0254 -1.8439 1.1862  0.130
H -1.4586 -0.5886 0.0873  0.113
H -1.2438 -0.6647 1.7683  0.127
H 1.2904 0.4421 0.4428  0.113
H -1.1966 2.0140 1.2674  0.134
H 1.5774 2.8396 0.9511  0.099
H 0.2312 3.8722 0.8140  0.083
H 0.0051 -2.9317 -1.2452  0.162
H -0.0018 -1.2702 -1.4598  0.113
H 1.3637 -2.0301 -1.0485  0.160
H 0.0046 1.1099 -1.7367  0.043
H -1.0610 0.6872 -2.7625  0.093
O -0.4939 0.3611 -2.0414  -0.044

Cartesian forces (eV/Å) of the 2 atoms listed first:
0.031 -0.132 -0.330
-0.804 -0.473 -1.252

Record 6
The following is a DFT calculation (ωB97M-V/def2-TZVPD) of a 2-piece molecular cluster, C4H13N2O overall in a non-equilibrium geometry.

Its charge is +1. The orbital gap is 10.5 eV. The highest occupied orbital energy comes out at -13.3688 eV.

Each line ends with the Löwdin charge.
Cartesian coordinates (Å):
C -1.7518 -0.8784 -0.4856  -0.147
C -0.3123 -1.4176 -0.1893  -0.113
C 0.4827 -0.5720 0.7674  -0.375
C 0.9471 -1.0157 1.9131  0.096
N 0.5722 0.7858 0.2812  0.089
N -1.9500 0.5442 -0.1147  0.097
H -1.9110 -1.0355 -1.5427  0.121
H -2.4677 -1.5132 0.0161  0.122
H 0.2220 -1.4460 -1.1327  0.120
H -0.4122 -2.4470 0.1340  0.123
H 0.7278 -2.0161 2.2509  0.080
H 1.4401 -0.3555 2.6084  0.074
H 0.8411 1.4748 0.9765  0.134
H -0.8146 0.9306 0.0593  0.115
H 1.1850 0.8129 -0.5338  0.089
H -2.5191 1.0354 -0.8168  0.157
H -2.4828 0.6337 0.7507  0.150
H 2.9210 2.4332 -0.9220  0.051
H 2.8695 2.0718 -2.4301  0.062
O 2.4129 1.9744 -1.5900  -0.044

Cartesian forces (eV/Å) of the 2 atoms listed first:
0.585 -0.989 -0.024
-0.295 0.540 -0.263

Record 7
The following is a DFT calculation (ωB97M-V/def2-TZVPD) of a 2-piece molecular cluster, C4H13N2O overall in a non-equilibrium geometry.

Its charge is +1. The orbital gap is 9.8 eV. The highest occupied orbital energy comes out at -13.9885 eV.

Each line ends with the Löwdin charge.
Cartesian coordinates (Å):
C 0.6008 -1.2939 1.7875  -0.011
C 0.3374 1.0956 -1.0527  -0.025
C 2.3986 0.7764 0.3693  0.010
C 0.2669 -0.4030 0.6478  -0.036
N -3.0326 0.3027 -1.1410  0.020
N 1.0503 0.4603 0.0083  -0.137
O -2.0586 -0.8238 -1.0580  -0.238
H 0.3599 -0.6856 2.7786  0.163
H -3.4860 0.2364 -2.0543  0.077
H -0.0294 -2.1969 1.4953  0.118
H -0.5047 1.7289 -0.6077  0.137
H 1.0613 1.7264 -1.5643  0.105
H -0.1460 0.4629 -1.7713  0.087
H 2.7827 0.2036 1.2305  0.109
H 3.0467 0.5461 -0.4631  0.115
H 2.5203 1.8080 0.5851  0.103
H -0.6690 -0.6201 0.2420  0.074
H 1.6638 -1.5644 1.7636  0.081
H -3.7780 -0.0227 -0.4279  0.119
H -2.3844 -1.7369 -0.7677  0.129

Cartesian forces (eV/Å) of the 2 atoms listed first:
-0.268 0.704 0.196
-0.705 3.256 -0.658

Record 8
The following is a DFT calculation (ωB97M-V/def2-TZVPD) of a 2-piece molecular cluster, C4H13N2O overall in a non-equilibrium geometry.

Its charge is +1. The orbital gap is 10.9 eV. The highest occupied orbital energy comes out at -14.8510 eV.

Each line ends with the Löwdin charge.
Cartesian coordinates (Å):
C -0.7300 -0.2422 -2.5233  -0.071
C 0.3696 0.9035 -2.4073  -0.189
C 1.4024 0.4381 -1.3515  -0.164
N 0.6295 0.1980 -0.1104  0.037
C 0.8326 0.6722 1.1070  -0.118
N -0.0126 0.5282 2.1116  0.198
H -1.4474 0.0450 -1.7433  0.070
H -0.2693 -1.1659 -2.2089  0.057
H -1.2042 -0.2162 -3.5120  0.084
H -0.0047 1.8603 -2.0949  0.103
H 0.9912 0.9480 -3.2995  0.109
H 2.1152 1.2254 -1.1013  0.122
H 1.9215 -0.4996 -1.5628  0.132
H 0.3558 -0.7891 -0.0725  0.166
H 1.7314 1.3113 1.2514  0.175
H 0.0730 1.1544 2.8968  0.138
H -0.4648 -0.3798 2.2093  0.095
H -1.3731 -2.4190 3.2053  0.054
H -2.7715 -2.3367 2.7166  0.061
O -1.9279 -1.8738 2.6290  -0.060

Cartesian forces (eV/Å) of the 2 atoms listed first:
0.440 2.627 0.574
1.096 -2.606 0.082

Record 9
The following is a DFT calculation (ωB97M-V/def2-TZVPD) of a 3-piece molecular cluster, C4H13N2O overall in a non-equilibrium geometry.

Its charge is +1. The orbital gap is 4.4 eV. The highest occupied orbital energy comes out at -12.8483 eV.

Each line ends with the Löwdin charge.
Cartesian coordinates (Å):
C -1.4868 -0.9331 0.0374  -0.197
C -0.1319 -0.9807 -0.6988  -0.132
C 1.0873 -0.7713 0.1724  -0.188
C 2.3070 -0.5776 -0.3406  0.033
N 1.0237 2.3809 -0.4701  0.122
N -1.8660 -1.9625 0.8237  0.221
H -1.3995 0.1130 0.6004  0.117
H -2.2640 -0.7032 -0.6945  0.153
H -0.0296 -0.1328 -1.3789  0.125
H -0.0388 -1.8689 -1.3259  0.139
H 3.1038 -0.2065 0.2888  0.072
H 2.5300 -0.8501 -1.3624  0.077
H 0.2223 2.1425 0.1685  -0.030
H 1.8097 2.8017 0.0231  0.053
H 0.8092 2.9692 -1.2640  0.045
H -2.6308 -2.5626 0.5462  0.152
H -1.4065 -2.0379 1.7196  0.152
H 0.9394 -0.3649 1.1677  0.100
H -1.6198 2.0988 1.1428  0.080
O -0.9587 1.4462 0.8445  -0.091

Cartesian forces (eV/Å) of the 2 atoms listed first:
-1.384 -2.736 -2.758
1.981 0.989 0.644

Record 10
The following is a DFT calculation (ωB97M-V/def2-TZVPD) of a 2-piece molecular cluster, C4H13N2O overall in a non-equilibrium geometry.

Its charge is +1. The orbital gap is 8.8 eV. The highest occupied orbital energy comes out at -12.0210 eV.

Each line ends with the Löwdin charge.
Cartesian coordinates (Å):
C -0.8941 0.3617 1.2354  -0.130
C 0.5622 0.1944 0.8591  -0.207
C 0.9559 1.0958 -0.2864  -0.135
C 1.7473 0.7067 -1.2846  -0.220
N 2.3696 1.4670 -2.2388  0.062
N -1.6819 -0.0660 0.0140  0.191
H -1.1614 -0.2502 2.0860  0.125
H -1.1321 1.4122 1.3565  0.129
H 0.8989 -0.8114 0.7495  0.112
H 1.1822 0.4559 1.7263  0.133
H 0.6782 2.1330 -0.0856  0.118
H 1.9900 -0.3598 -1.2704  0.122
H 2.8037 2.3497 -2.0390  0.097
H 2.2450 1.2647 -3.2106  0.090
H -2.6005 0.3406 -0.1427  0.175
H -1.6542 -1.0951 0.0829  0.134
H -1.1567 0.1194 -0.8232  0.134
H -2.5143 -3.3683 0.6684  0.058
H -2.4691 -2.9307 2.1384  0.061
O -1.9393 -2.9602 1.3306  -0.048

Cartesian forces (eV/Å) of the 2 atoms listed first:
0.361 0.476 -0.866
1.016 1.069 0.602